No. 1
# C10H30NO13

A 6-piece molecular cluster, C10H30NO13 overall in a non-equilibrium geometry (ωB97M-V/def2-TZVPD, the OMol25 dataset).

Atoms and positions in Å:
N -0.32226 -0.82958 -0.74082
O 0.31394 -0.48583 -1.75715
O -0.26253 -2.02536 -0.30682
O -1.15604 -0.03104 -0.19045
C 3.51788 1.19170 -3.70051
C 3.51765 -0.33002 -3.73013
O 2.87816 -0.83248 -4.87879
O 4.29720 1.76685 -4.76255
H 3.69729 1.50450 -2.66636
H 2.51025 1.56536 -3.89375
H 2.88767 -0.65528 -2.89829
H 4.51661 -0.67859 -3.44225
H 3.40906 -0.59282 -5.64685
H 5.13904 2.01194 -4.36153
C -1.52316 2.57645 2.10315
C -1.10126 3.52163 3.20481
O -1.29768 2.92411 4.49293
O -0.63059 1.49299 2.08467
H -1.58607 3.12895 1.15579
H -2.55832 2.25635 2.28368
H -1.68066 4.44022 3.11291
H -0.03392 3.75352 3.14906
H -0.99913 2.01011 4.39221
H -0.79174 0.94257 1.28840
C -3.79758 1.83649 -1.10852
C -4.72635 2.38527 -2.18089
O -6.06888 1.91865 -2.09822
O -2.45597 2.10394 -1.51779
H -3.97057 0.76445 -0.97487
H -3.98436 2.35337 -0.15915
H -4.33660 2.16932 -3.18557
H -4.77674 3.47661 -2.21881
H -6.08593 0.96634 -2.22265
H -1.95820 1.31497 -1.22703
C 3.25098 -2.47512 -0.47075
C 3.92431 -3.16896 0.71161
O 3.12158 -3.20050 1.87745
O 2.14688 -3.20956 -0.92588
H 3.88437 -2.34919 -1.36180
H 2.97461 -1.43484 -0.23069
H 4.87550 -2.66289 0.92819
H 4.17652 -4.18447 0.41352
H 2.96363 -2.28535 2.13227
H 1.31471 -2.76325 -0.65521
C -0.63806 -2.15839 3.55816
C -1.77044 -2.55845 2.61927
O -2.26398 -1.36929 2.03138
O -1.09366 -1.20688 4.50866
H 0.27226 -1.78716 3.07958
H -0.27203 -3.01523 4.13628
H -2.63976 -3.00284 3.10921
H -1.38378 -3.33978 1.95490
H -1.81992 -1.18708 1.17845
H -1.60390 -0.55640 4.00752

## Properties
**HOMO energy**: -0.261 Ha
**F_max**: 1.8 eV Å⁻¹
**E**: -1431.7883 a.u.
**Total charge**: -1

Just the Mulliken charges please, in e? Sure, here they are:
1. N 1.359
2. O -0.669
3. O -0.813
4. O -0.926
5. C -0.486
6. C 0.101
7. O -0.530
8. O -0.532
9. H 0.354
10. H 0.233
11. H 0.008
12. H 0.254
13. H 0.311
14. H 0.308
15. C -0.158
16. C -0.617
17. O -0.560
18. O -0.515
19. H 0.337
20. H 0.240
21. H 0.344
22. H 0.282
23. H 0.343
24. H 0.303
25. C -0.004
26. C -0.544
27. O -0.540
28. O -0.543
29. H 0.279
30. H 0.127
31. H 0.304
32. H 0.256
33. H 0.308
34. H 0.364
35. C -0.152
36. C -0.574
37. O -0.482
38. O -0.504
39. H 0.159
40. H 0.288
41. H 0.284
42. H 0.318
43. H 0.279
44. H 0.402
45. C -0.142
46. C -0.382
47. O -0.569
48. O -0.574
49. H 0.126
50. H 0.337
51. H 0.278
52. H 0.284
53. H 0.296
54. H 0.350



No. 2
# C31H56Cl9CuNO10

C31H56Cl9CuNO10 as an isolated structure in a non-equilibrium geometry (ωB97M-V/def2-TZVPD, the OMol25 dataset).

Atoms and positions in Å:
Cu -1.99787 0.90090 1.68917
C -0.82591 -2.63748 -7.01731
C -0.19310 -2.58401 -5.66223
C -0.99109 -3.46716 -4.62216
C -0.52644 -3.23734 -3.14405
N -1.37125 -3.99814 -1.99654
C -1.69216 -5.49788 -2.29499
C -2.11137 -6.04160 -0.97792
C -1.43650 -5.21046 0.09636
C -0.61801 -4.13660 -0.65772
C -2.61266 -3.10398 -1.71065
H -0.06962 -2.29826 -7.72515
H -1.75177 -2.06238 -7.02990
H -1.09728 -3.64985 -7.31658
H -0.23382 -1.53905 -5.35484
H 0.87686 -2.79209 -5.66375
H -0.85989 -4.47748 -5.00964
H -2.05221 -3.25597 -4.75456
H -0.41444 -2.18892 -2.86766
H 0.46178 -3.68769 -3.05074
H -2.44833 -5.55562 -3.07791
H -0.78568 -5.89822 -2.74900
H -3.19093 -5.89206 -0.99465
H -1.99840 -7.11728 -0.84276
H -2.03719 -4.59746 0.76831
H -0.88143 -5.90055 0.73178
H -0.42761 -3.20706 -0.12124
H 0.30682 -4.58223 -1.02404
H -2.30856 -2.11160 -1.37776
H -3.21909 -3.48606 -0.88945
H -3.26949 -3.06943 -2.57983
O -3.85006 0.21443 0.74979
C -4.48636 -0.58058 1.76997
C -3.58769 -1.21378 2.99837
O -2.53054 -0.39964 3.41714
H -4.92601 -1.46470 1.30829
H -5.31612 0.01074 2.15717
H -3.13698 -2.16625 2.71952
H -4.31549 -1.41936 3.78332
Cl -0.02788 -0.13166 0.42664
O -1.71128 2.75314 0.48790
C -1.20905 3.75800 -0.04928
O -0.81590 3.68935 -1.29310
C -0.32822 4.98548 -1.70812
C 0.16164 5.58096 -0.43361
C -0.85800 5.09303 0.54868
H -1.13860 5.51757 -2.20637
H 0.58615 4.86671 -2.28941
H 0.26706 6.66092 -0.53690
H 1.16208 5.25243 -0.15201
H -1.78329 5.65888 0.44018
H -0.54382 4.95134 1.58275
O 2.26533 -0.91044 -3.03043
C 1.79734 0.21372 -3.15102
O 0.71174 0.49667 -3.94665
C 0.51103 1.92715 -4.11851
C 1.85783 2.45238 -3.61136
C 2.35632 1.47072 -2.55967
H -0.18996 2.36011 -3.40488
H 0.27866 2.28899 -5.12010
H 1.70254 3.42703 -3.14872
H 2.60025 2.66125 -4.38161
H 1.68821 1.72805 -1.73777
H 3.42146 1.60281 -2.36960
O 3.88543 3.55937 -0.86873
C 3.63920 3.32251 0.29923
O 3.73502 4.29047 1.22098
C 3.26670 4.00962 2.47830
C 3.12287 2.47710 2.48832
C 3.06857 2.07730 0.96480
H 2.26728 4.44194 2.52699
H 4.04710 4.35404 3.15686
H 2.16594 2.16205 2.90441
H 3.93956 1.97850 3.01034
H 2.05003 2.02978 0.57956
H 3.66492 1.20325 0.70307
O -0.55344 2.18876 3.18598
C -0.23673 2.26803 4.39428
O 0.61126 3.28231 4.78451
C 0.61196 3.56681 6.14216
C -0.51987 2.67491 6.64277
C -0.67763 1.51406 5.60970
H 0.37686 4.62885 6.21221
H 1.58796 3.36006 6.58121
H -1.43136 3.26431 6.74222
H -0.28809 2.26043 7.62389
H -1.65188 1.05278 5.44795
H 0.08266 0.75786 5.80523
C -2.95649 1.13600 -2.40220
Cl -2.86631 -0.29401 -3.42717
Cl -3.39160 2.46103 -3.51870
H -3.79110 1.01033 -1.71247
H -1.97248 1.38148 -2.00275
C 0.34567 -2.75225 3.27696
Cl 0.48569 -4.36135 2.80494
Cl 0.32105 -2.63826 5.03951
H 1.18689 -2.24058 2.80937
H -0.60208 -2.44473 2.83505
C 3.39939 -0.46491 4.75126
Cl 4.65830 -0.79567 3.49959
Cl 3.90916 1.03478 5.57227
H 2.49520 -0.27079 4.17433
H 3.26552 -1.27325 5.47013
C 3.49658 -2.12437 -0.42458
Cl 5.19136 -1.58651 0.03298
Cl 2.98015 -3.64644 0.34810
H 2.73241 -1.37871 -0.20515
H 3.51260 -2.42940 -1.47090

## Properties
**HOMO energy (spin up / spin down)**: -0.263 / -0.253 Ha
**⟨S²⟩**: 0.76
**F_max**: 4.3 eV Å⁻¹
**Spin multiplicity**: 2
**E**: -7804.0506 a.u.

Mulliken population analysis, charges in e, atoms 1 to 99:
1. Cu 0.700
2. C -1.404
3. C -0.050
4. C -0.729
5. C -0.334
6. N 0.470
7. C -0.752
8. C -0.832
9. C -0.702
10. C -0.224
11. C -1.026
12. H 0.402
13. H 0.327
14. H 0.322
15. H 0.014
16. H 0.436
17. H 0.364
18. H 0.390
19. H 0.040
20. H 0.341
21. H 0.431
22. H 0.442
23. H 0.333
24. H 0.398
25. H 0.250
26. H 0.399
27. H 0.389
28. H 0.187
29. H 0.156
30. H 0.519
31. H 0.408
32. O -0.633
33. C -0.333
34. C -0.443
35. O -0.350
36. H 0.322
37. H 0.329
38. H 0.023
39. H 0.313
40. Cl -0.561
41. O -0.764
42. C 0.332
43. O -0.096
44. C -0.345
45. C -0.337
46. C -0.514
47. H 0.283
48. H 0.209
49. H 0.459
50. H -0.033
51. H 0.331
52. H 0.209
53. O -0.622
54. C 0.024
55. O -0.216
56. C 0.273
57. C -0.594
58. C 0.853
59. H -0.218
60. H 0.389
61. H -0.135
62. H 0.308
63. H -0.635
64. H 0.604
65. O -0.621
66. C 0.419
67. O -0.404
68. C -0.354
69. C 0.692
70. C 0.684
71. H 0.140
72. H 0.338
73. H -0.471
74. H -0.013
75. H -0.417
76. H -0.044
77. O -0.080
78. C 0.095
79. O -0.285
80. C -0.310
81. C -0.720
82. C -0.094
83. H 0.211
84. H 0.284
85. H 0.303
86. H 0.362
87. H 0.205
88. H 0.109
89. C 0.486
90. Cl -0.166
91. Cl -0.209
92. H 0.334
93. H -0.515
94. C 0.916
95. Cl -0.219
96. Cl -0.209
97. H -0.130
98. H -0.404
99. C 0.156



No. 3
# C3H8NO

A 2-piece molecular cluster, C3H8NO overall in a non-equilibrium geometry (ωB97M-V/def2-TZVPD, the OMol25 dataset).

Atoms and positions in Å:
C 2.03637 -0.37335 0.35390
C -1.25961 -0.12034 0.18686
C -2.24156 0.72580 -0.44478
N 3.06063 0.05638 -0.35440
O -1.58465 -1.18116 0.87623
H 2.06010 -0.44652 1.45087
H 1.03992 -0.54552 -0.14770
H -2.46861 1.46753 0.27428
H -3.14578 0.13030 -0.63669
H -1.81832 1.36605 -1.26644
H 3.92420 0.22753 0.18560
H 2.88552 0.13333 -1.43917
H -2.48823 -1.44003 0.96144

## Properties
**HOMO energy**: -0.441 Ha
**F_max**: 3.1 eV Å⁻¹
**E**: -248.7081 a.u.
**Total charge**: +1

Just the Mulliken charges please, in e? Sure, here they are:
1. C 0.209
2. C 0.041
3. C -0.970
4. N -0.253
5. O -0.273
6. H 0.309
7. H 0.124
8. H 0.304
9. H 0.363
10. H 0.230
11. H 0.305
12. H 0.346
13. H 0.266



No. 4
# C21H29N4O4

An isolated ion of composition C21H29N4O4 and charge +1 in a non-equilibrium geometry (ωB97M-V/def2-TZVPD, the OMol25 dataset).

Atoms and positions in Å:
C 1.24266 1.29665 4.86720
C 0.80352 1.36315 3.43992
C 1.61214 1.97746 2.49034
C 1.20443 2.05070 1.17268
C 0.00103 1.49518 0.78461
C -0.80615 0.84826 1.71571
O -1.96739 0.31370 1.19791
C -2.73495 -0.58369 1.96988
C -2.22644 -2.04050 1.85751
N -0.84091 -2.17505 2.21312
C 0.21913 -1.88283 1.43361
C 0.09862 -1.73814 0.03997
C 1.17835 -1.46525 -0.77795
N 1.05020 -1.37787 -2.16695
C -0.15390 -1.78449 -2.83577
C -1.11610 -0.60068 -3.02144
N -0.42826 0.42572 -3.84266
C -1.30923 1.54511 -4.28212
C -2.12477 2.19351 -3.16114
O -1.24889 2.65449 -2.16417
C 0.80782 0.86668 -3.14177
C 1.72703 -0.34168 -2.90300
C 2.45411 -1.32684 -0.20342
C 2.59934 -1.43603 1.15102
C 1.51317 -1.70271 1.98940
N 1.76574 -1.71543 3.37848
O 2.86154 -1.36064 3.76693
O 0.87111 -2.05929 4.14889
C -0.40247 0.79777 3.04304
H 1.44907 2.29542 5.24717
H 2.16333 0.71881 4.94748
H 0.48800 0.82971 5.49420
H 2.55668 2.40151 2.79247
H 1.82569 2.54565 0.44073
H -0.34533 1.56586 -0.23371
H -3.74776 -0.53133 1.56023
H -2.77357 -0.27715 3.01800
H -2.81276 -2.65898 2.53959
H -2.39463 -2.40703 0.84236
H -0.62158 -2.22106 3.20832
H -0.88828 -1.83023 -0.37762
H -0.63855 -2.58678 -2.28215
H 0.11863 -2.18654 -3.82126
H -2.03301 -0.91357 -3.52374
H -1.35210 -0.16273 -2.05000
H -0.11227 -0.04890 -4.69854
H -0.67119 2.30684 -4.73487
H -2.00279 1.16585 -5.03506
H -2.85242 1.48339 -2.74500
H -2.68408 3.02046 -3.61572
H -1.71092 3.23866 -1.55303
H 1.31712 1.61325 -3.75210
H 0.52021 1.32514 -2.19496
H 2.60168 0.00090 -2.35416
H 2.06367 -0.74724 -3.86613
H 3.32276 -1.16654 -0.81895
H 3.56943 -1.32571 1.61008
H -1.00551 0.31507 3.79655

## Properties
**HOMO energy**: -0.386 Ha
**SMILES**: Cc1cccc(OCCNc2cc(N3CC[NH+](CCO)CC3)ccc2[N+](=O)[O-])c1
**F_max**: 1.3 eV Å⁻¹
**E**: -1337.2769 a.u.
**Total charge**: +1

Just the Mulliken charges please, in e? Sure, here they are:
1. C -1.693
2. C 0.373
3. C -0.701
4. C -0.610
5. C 0.194
6. C 0.043
7. O -0.507
8. C -0.410
9. C -0.941
10. N -0.027
11. C -0.128
12. C 0.485
13. C 0.921
14. N 0.219
15. C -1.526
16. C -0.263
17. N 0.037
18. C -0.663
19. C -0.580
20. O -0.494
21. C -0.279
22. C -1.037
23. C -0.663
24. C -0.901
25. C -0.805
26. N 1.262
27. O -0.661
28. O -0.767
29. C -0.112
30. H 0.506
31. H 0.320
32. H 0.331
33. H 0.465
34. H 0.453
35. H 0.659
36. H 0.486
37. H 0.281
38. H 0.466
39. H 0.321
40. H 0.391
41. H -0.066
42. H 0.583
43. H 0.391
44. H 0.464
45. H 0.312
46. H 0.391
47. H 0.404
48. H 0.391
49. H 0.328
50. H 0.480
51. H 0.348
52. H 0.505
53. H -0.018
54. H 0.493
55. H 0.255
56. H 0.619
57. H 0.520
58. H 0.152



Question: Which formula does entry 1 have?
Answer: C10H30NO13



Question: Which formula does entry 4 have?
Answer: C21H29N4O4



Question: Among the records above, which one has the highest F_max?
Answer: C31H56Cl9CuNO10



Question: Among the records above, which one has the highest F_max?
Answer: C31H56Cl9CuNO10